C36H36N3OP2RuS3 as an isolated structure. Source: the OMol25 dataset; level of theory: ωB97M-V/def2-TZVPD.

XYZ file:
```
82
Properties=species:S:1:pos:R:3:forces:R:3
Ru -1.551430 0.517578 -0.264882 0.0 0.1 0.2
S -0.869450 0.993572 -2.582483 0.1 0.1 0.0
S -1.421562 0.179782 2.196136 0.0 -0.1 0.0
S -4.030592 1.078285 -0.166649 0.0 0.0 0.0
P 0.495154 0.477581 1.647253 0.2 0.1 0.0
P 0.844142 0.493624 -1.636680 0.1 0.1 -0.1
O -1.670737 -1.609619 -0.677212 0.1 -0.1 0.1
N -1.916342 2.493242 0.028945 0.1 0.0 0.0
N -3.749926 -1.985127 -1.499661 0.0 0.0 0.0
N -3.018557 -3.069812 0.424281 0.1 0.0 -0.1
C -4.289254 -3.747356 0.631673 0.0 0.0 0.0
C 1.740646 -3.492387 -1.531675 0.0 0.0 0.0
C 2.163072 -3.741606 -2.828060 0.0 0.0 0.0
C 3.558111 1.077161 -1.874084 0.0 0.0 0.0
C 2.181921 -2.713313 -3.764482 0.0 0.0 0.0
C -3.484701 -1.152490 -2.662800 0.0 -0.1 -0.1
C 1.199123 1.962506 2.421739 0.0 0.0 0.0
C 2.127647 2.718520 1.711371 0.0 0.0 0.0
C 2.702670 3.838783 2.294323 0.0 0.0 0.0
C -5.115157 -2.429602 -1.276520 0.0 0.0 0.0
C 4.429185 3.189335 -2.620370 0.0 0.0 0.0
C 1.605570 -0.841221 2.233015 0.0 0.0 0.0
C 3.781993 -1.870172 2.154105 0.0 0.0 0.0
C 2.056822 2.793305 -2.649107 0.0 0.0 0.0
C -3.040243 4.955645 0.424646 0.0 0.0 0.0
C 1.368925 -1.182442 -2.093448 0.0 0.0 0.0
C -3.850472 3.852343 0.270367 0.0 0.1 0.0
C 2.261138 1.515998 -2.140199 0.0 0.0 0.0
C 3.141427 3.626727 -2.892520 0.0 0.0 0.0
C -2.783304 -2.191680 -0.580497 -0.1 0.1 0.0
C 1.407265 3.465807 4.287116 0.0 0.0 0.0
C 2.030698 -2.859526 3.472921 0.0 0.0 0.0
C 0.835596 2.341914 3.709161 0.0 0.0 0.0
C -3.256056 2.602986 0.067767 -0.1 0.0 0.0
C -1.125711 3.561160 0.165495 0.0 0.0 0.0
C -1.985547 -3.371862 1.395784 0.0 0.1 0.0
C 3.335285 -2.875524 3.004874 0.0 0.0 0.0
C 2.921511 -0.855902 1.771440 0.0 0.0 0.0
C -5.100781 -3.805617 -0.644894 0.0 0.0 0.0
C 1.164652 -1.842829 3.086822 0.0 0.0 0.0
C 2.343075 4.211105 3.582435 0.0 0.0 0.0
C 1.338994 -2.213695 -1.165959 0.0 0.0 0.0
C 1.786329 -1.437986 -3.398432 0.0 0.0 0.0
C 4.637994 1.913406 -2.110888 0.0 0.0 0.0
C -1.651887 4.816833 0.370195 0.0 0.0 0.0
C 0.455463 0.677062 -0.019218 -0.5 -0.4 -0.1
H -5.647512 -1.713406 -0.640371 0.0 0.0 0.0
H 2.377535 2.441273 0.691537 0.0 0.0 0.0
H -3.481274 5.931492 0.584877 0.0 0.0 0.0
H 0.088055 1.770281 4.246210 0.0 0.0 0.0
H -5.619532 -2.446964 -2.242053 0.0 0.0 0.0
H -0.993117 5.665043 0.486769 0.0 0.0 0.0
H -4.651541 -4.516182 -1.342208 0.0 0.0 0.0
H 4.800999 -1.881160 1.788935 0.0 0.0 0.0
H 1.797913 -0.636677 -4.128898 0.0 0.0 0.0
H 1.115998 3.765839 5.285519 0.0 0.0 0.0
H -4.928542 3.920788 0.299198 0.0 0.0 0.0
H 3.722550 0.075330 -1.491911 0.0 0.0 0.0
H 0.141064 -1.822719 3.441383 0.0 0.0 0.0
H 5.273649 3.839531 -2.810381 0.0 0.0 0.0
H -3.896085 -0.149373 -2.536092 0.0 0.0 0.0
H -2.413247 -1.066272 -2.809075 -0.1 -0.1 0.0
H 5.643730 1.568901 -1.906109 0.0 0.0 0.0
H -4.848624 -3.230159 1.419602 0.0 0.0 0.0
H 1.045649 3.125452 -2.853623 0.0 0.0 0.0
H 3.268095 -0.075053 1.102265 0.0 0.0 0.0
H 0.987749 -2.018282 -0.161820 0.0 0.0 0.0
H 2.504734 -2.908218 -4.779122 0.0 0.0 0.0
H 2.474651 -4.738074 -3.114899 0.0 0.0 0.0
H 4.007821 -3.669939 3.302171 0.0 0.0 0.0
H 1.683431 -3.638999 4.139171 0.0 0.0 0.0
H 2.784660 5.090087 4.034536 0.0 0.0 0.0
H 1.719208 -4.291137 -0.800863 0.0 0.0 0.0
H 2.978804 4.618164 -3.295494 0.0 0.0 0.0
H -1.108681 -2.772704 1.187381 0.1 0.0 0.0
H 3.421946 4.426276 1.737784 0.0 0.0 0.0
H -6.113928 -4.141564 -0.423702 0.0 0.0 0.0
H -4.074497 -4.754446 0.995507 0.0 0.0 0.0
H -3.936163 -1.627261 -3.535848 0.0 0.0 0.0
H -0.062896 3.367154 0.110691 0.0 0.0 0.0
H -1.730079 -4.434453 1.344570 0.0 0.0 0.0
H -2.335220 -3.137067 2.403217 0.0 0.0 0.0
```
Forces are in eV/Å.

Computed properties:
relative energy (zero: lowest compared OMol25 entry of this formula, charge and spin) = 6.65 kJ/mol
spin multiplicity = 2
⟨S²⟩ = 0.76
gap between HOMO and LUMO (spin up / spin down) = 7.6 / 7.1 eV
HOMO energy (spin up / spin down) = -6.97 / -6.87 eV

These are the Löwdin partial charges, in e, on atoms 1 to 5: atom 1 (Ru): 0.687, atom 2 (S): 0.375, atom 3 (S): 0.346, atom 4 (S): 0.573, atom 5 (P): 0.457